Record 1
{
  "formula": "C19H32IrNO3P2",
  "method": "ωB97M-V/def2-TZVPD",
  "symbols": ["C", "C", "N", "C", "C", "C", "C", "P", "Ir", "P", "C", "C", "C", "C", "C", "C", "C", "O", "O", "H", "H", "H", "C", "C", "H", "H", "H", "H", "C", "C", "H", "H", "H", "H", "H", "H", "H", "H", "H", "H", "H", "H", "H", "H", "H", "H", "H", "H", "H", "H", "H", "H", "C", "C", "O", "H", "H", "H"],
  "coordinates": [[-1.441, -2.033, -3.587], [-0.714, -1.753, -2.388], [-1.311, -0.932, -1.441], [-2.624, -0.689, -1.479], [-3.416, -1.267, -2.474], [-2.817, -1.919, -3.554], [0.637, -2.101, -2.195], [1.485, -1.653, -0.687], [-0.130, -0.186, 0.143], [-2.002, 1.098, 0.556], [-3.212, 0.053, -0.297], [1.255, 0.844, 1.444], [2.093, 0.120, 2.285], [2.963, 0.757, 3.188], [3.065, 2.150, 3.197], [2.283, 2.892, 2.301], [1.400, 2.236, 1.421], [2.310, 0.322, -4.758], [2.835, 2.895, -2.109], [-0.918, -2.509, -4.415], [-4.504, -1.123, -2.384], [-3.447, -2.285, -4.360], [1.663, -3.348, 0.023], [3.254, -1.056, -0.869], [-4.043, 0.679, -0.630], [-3.609, -0.666, 0.433], [1.923, -0.442, -4.356], [1.102, -2.743, -2.970], [-2.412, 1.396, 2.299], [-2.093, 2.716, -0.303], [2.035, -0.972, 2.296], [3.561, 0.159, 3.886], [3.741, 2.655, 3.905], [2.377, 3.988, 2.280], [0.835, 2.818, 0.684], [0.591, 0.985, -0.784], [3.222, 2.383, -1.316], [2.502, 2.183, -2.688], [1.569, 0.909, -4.990], [-0.189, 1.249, -0.882], [2.398, -3.881, -0.607], [1.982, -3.340, 1.078], [0.675, -3.830, -0.078], [3.839, -1.758, -1.499], [3.255, -0.038, -1.312], [3.723, -1.004, 0.133], [-3.135, 3.074, -0.216], [-1.416, 3.449, 0.171], [-1.832, 2.598, -1.369], [-3.449, 1.769, 2.356], [-2.292, 0.452, 2.855], [-1.706, 2.142, 2.702], [-1.461, -2.714, 1.076], [-0.716, -1.543, 1.635], [-0.497, -1.270, 2.809], [-0.958, -3.588, 1.484], [-1.435, -2.776, -0.024], [-2.504, -2.622, 1.397]],
  "relative_energy_kcal_mol": 12.9,
  "s2": 6.038,
  "spin_multiplicity": 5
}


Record 2
{
  "formula": "C19H32N2O2",
  "method": "ωB97M-V/def2-TZVPD",
  "symbols": ["C", "H", "C", "H", "C", "N", "C", "C", "H", "H", "C", "N", "C", "H", "H", "H", "C", "H", "C", "C", "C", "C", "C", "C", "C", "H", "O", "C", "H", "H", "H", "O", "C", "H", "H", "H", "H", "H", "H", "H", "H", "C", "C", "H", "H", "H", "H", "H", "H", "H", "H", "H", "H", "H", "H"],
  "coordinates": [[-2.421, 4.672, 1.403], [-1.525, 4.591, 0.794], [-2.921, 3.278, 1.759], [-3.785, 3.348, 2.423], [-1.835, 2.464, 2.464], [-0.638, 2.333, 1.650], [0.551, 2.086, 2.444], [1.798, 2.133, 1.568], [1.884, 3.122, 1.118], [2.686, 1.953, 2.175], [1.697, 1.070, 0.465], [2.934, 1.006, -0.297], [3.041, 1.874, -1.443], [4.079, 1.883, -1.777], [2.772, 2.887, -1.150], [2.409, 1.580, -2.294], [3.551, -0.285, -0.446], [3.598, -0.744, 0.544], [2.915, -1.296, -1.435], [1.588, -1.830, -0.982], [1.460, -2.507, 0.223], [0.220, -2.932, 0.651], [-0.931, -2.719, -0.102], [-0.806, -2.087, -1.351], [0.450, -1.654, -1.758], [0.559, -1.171, -2.718], [-1.936, -1.929, -2.120], [-1.836, -1.235, -3.336], [-1.482, -0.209, -3.191], [-2.848, -1.210, -3.739], [-1.181, -1.752, -4.046], [-2.076, -3.194, 0.473], [-3.341, -2.771, 0.021], [-3.581, -3.181, -0.962], [-4.049, -3.153, 0.757], [-3.411, -1.681, -0.017], [0.104, -3.444, 1.593], [2.329, -2.695, 0.836], [3.620, -2.126, -1.536], [2.814, -0.824, -2.414], [4.581, -0.108, -0.777], [0.420, 1.368, -0.326], [-0.775, 1.321, 0.620], [-1.690, 1.519, 0.058], [-0.856, 0.306, 1.056], [0.475, 2.363, -0.767], [0.281, 0.633, -1.118], [1.567, 0.097, 0.951], [0.616, 2.860, 3.214], [0.501, 1.103, 2.951], [-2.238, 1.476, 2.753], [-1.559, 2.990, 3.382], [-3.245, 2.765, 0.852], [-2.173, 5.227, 2.305], [-3.178, 5.225, 0.853]],
  "smiles": "CCCN1CCC(N(C)CCc2ccc(OC)c(OC)c2)CC1",
  "relative_energy_kcal_mol": 63.2
}


Record 3
{
  "formula": "C19H32N2O3",
  "method": "ωB97M-V/def2-TZVPD",
  "symbols": ["C", "C", "C", "H", "H", "C", "N", "C", "O", "O", "C", "C", "H", "H", "C", "C", "C", "N", "C", "O", "C", "C", "C", "H", "C", "C", "H", "C", "C", "C", "H", "H", "H", "H", "H", "H", "H", "H", "H", "H", "H", "H", "H", "H", "H", "H", "H", "H", "H", "H", "H", "H", "H", "H", "H", "H"],
  "coordinates": [[-0.163, -3.224, -7.174], [0.927, -2.893, -6.162], [0.366, -2.774, -4.747], [-0.122, -3.712, -4.469], [-0.385, -1.983, -4.717], [1.464, -2.455, -3.731], [0.945, -2.332, -2.390], [0.827, -1.143, -1.760], [1.251, -0.091, -2.167], [0.186, -1.310, -0.578], [0.042, -0.132, 0.223], [-1.166, 0.679, -0.223], [-1.043, 0.957, -1.271], [-2.057, 0.056, -0.144], [-1.313, 1.949, 0.606], [-0.412, 3.082, 0.109], [-0.452, 4.047, 1.277], [-0.459, 3.166, 2.432], [0.050, 3.629, 3.594], [0.400, 4.789, 3.713], [0.228, 2.609, 4.696], [1.412, 1.701, 4.342], [1.331, 1.164, 2.909], [1.631, 1.938, 2.204], [-0.091, 0.677, 2.602], [-1.006, 1.846, 2.127], [-1.963, 1.739, 2.659], [-0.112, -0.555, 1.681], [-1.367, -1.414, 1.899], [-1.250, -2.312, 3.126], [-0.408, -2.992, 3.021], [-2.154, -2.903, 3.248], [-1.105, -1.728, 4.033], [-2.244, -0.774, 2.005], [-1.507, -2.045, 1.020], [0.751, -1.182, 1.931], [-0.499, 0.320, 3.553], [2.039, 0.339, 2.807], [2.339, 2.264, 4.463], [1.436, 0.864, 5.044], [0.436, 3.142, 5.624], [-0.688, 2.032, 4.828], [-1.364, 4.657, 1.259], [0.406, 4.717, 1.344], [0.601, 2.720, -0.062], [-0.783, 3.522, -0.814], [-2.349, 2.294, 0.513], [0.954, 0.465, 0.101], [0.493, -3.128, -1.970], [2.229, -3.239, -3.748], [1.933, -1.498, -3.970], [1.406, -1.952, -6.438], [1.691, -3.673, -6.182], [-0.640, -4.171, -6.927], [-0.926, -2.449, -7.180], [0.255, -3.302, -8.174]],
  "smiles": "CCCCNC(=O)O[C@H]1C[C@@H]2CCN3C(=O)CCC[C@H]([C@H]1CC)[C@H]23",
  "relative_energy_kcal_mol": 7.4
}


Record 4
{
  "formula": "C19H32N2O5",
  "method": "ωB97M-V/def2-TZVPD",
  "symbols": ["C", "C", "O", "C", "C", "C", "C", "C", "O", "N", "C", "C", "C", "C", "O", "N", "C", "C", "C", "O", "C", "C", "C", "C", "C", "O", "H", "H", "H", "H", "H", "H", "H", "H", "H", "H", "H", "H", "H", "H", "H", "H", "H", "H", "H", "H", "H", "H", "H", "H", "H", "H", "H", "H", "H", "H", "H", "H"],
  "coordinates": [[0.634, -3.576, -1.596], [0.832, -3.959, -3.049], [-0.395, -4.167, -3.744], [-1.080, -3.022, -4.162], [-1.785, -3.160, -5.518], [-2.998, -2.411, -4.931], [-2.472, -2.715, -3.515], [-2.519, -1.589, -2.515], [-2.558, -0.415, -2.854], [-2.412, -1.958, -1.215], [-2.248, -1.014, -0.126], [-1.266, 0.131, -0.412], [-0.443, 0.336, 0.899], [0.992, -0.059, 0.588], [1.442, -1.166, 0.818], [1.697, 0.894, -0.090], [2.894, 0.564, -0.822], [2.678, -0.309, -2.038], [1.799, 0.356, -3.080], [1.834, -0.412, -4.265], [1.004, 0.133, -5.269], [3.943, 1.640, -0.863], [4.145, 0.408, -0.019], [-1.091, -0.583, 1.936], [-1.666, -1.720, 1.099], [-2.578, -2.577, 1.759], [1.589, -3.566, -1.068], [0.195, -2.583, -1.500], [-0.020, -4.296, -1.098], [1.425, -3.199, -3.569], [1.361, -4.909, -3.121], [-0.436, -2.135, -4.120], [-1.285, -2.737, -6.388], [-2.003, -4.213, -5.701], [-2.962, -1.339, -5.115], [-3.988, -2.789, -5.176], [-2.880, -3.643, -3.109], [-2.382, -2.939, -0.989], [-3.225, -0.591, 0.142], [-0.614, -0.146, -1.241], [-1.789, 1.032, -0.720], [-0.463, 1.382, 1.209], [1.213, 1.741, -0.339], [3.648, -0.521, -2.495], [2.246, -1.262, -1.729], [0.762, 0.448, -2.729], [2.163, 1.374, -3.286], [1.051, -0.531, -6.130], [-0.035, 0.212, -4.927], [1.347, 1.131, -5.565], [4.516, 1.737, -1.775], [3.730, 2.568, -0.349], [4.050, 0.510, 1.052], [4.858, -0.332, -0.356], [-0.387, -0.941, 2.684], [-1.910, -0.060, 2.441], [-0.843, -2.361, 0.776], [-3.362, -2.067, 1.993]],
  "smiles": "CCO[C@H]1CC[C@@H]1C(=O)N[C@@H]1C[C@H](C(=O)NC2(CCOC)CC2)C[C@H]1O",
  "relative_energy_kcal_mol": 86.8
}


Record 5
{
  "formula": "C19H32N3O5",
  "method": "ωB97M-V/def2-TZVPD",
  "symbols": ["C", "C", "C", "C", "C", "C", "C", "C", "C", "O", "C", "C", "N", "C", "O", "O", "C", "H", "H", "H", "H", "H", "H", "H", "H", "H", "H", "H", "H", "H", "H", "H", "H", "H", "H", "C", "C", "O", "N", "C", "H", "H", "H", "H", "H", "H", "H", "C", "C", "O", "N", "C", "H", "H", "H", "H", "H", "H", "H"],
  "coordinates": [[4.499, 0.427, 1.553], [3.487, -0.274, 0.696], [3.870, -0.937, -0.471], [2.901, -1.595, -1.217], [1.545, -1.615, -0.868], [0.616, -2.436, -1.744], [0.419, -3.817, -1.088], [-0.732, -1.783, -2.103], [1.164, -0.925, 0.290], [-0.142, -0.989, 0.706], [-0.704, 0.169, 1.352], [-1.344, 1.187, 0.443], [-2.580, 0.662, -0.147], [-0.374, 1.803, -0.581], [-0.713, 1.811, -1.785], [0.676, 2.249, -0.086], [2.143, -0.284, 1.049], [5.325, -0.247, 1.781], [4.922, 1.296, 1.056], [4.074, 0.717, 2.508], [4.906, -0.957, -0.779], [3.213, -2.118, -2.112], [1.142, -2.578, -2.685], [1.354, -4.129, -0.630], [-0.322, -3.702, -0.300], [0.090, -4.559, -1.810], [-0.848, -0.788, -1.707], [-0.879, -1.792, -3.179], [-1.542, -2.388, -1.687], [-0.008, 0.677, 2.005], [-1.487, -0.224, 1.994], [-1.641, 2.006, 1.102], [-2.568, -0.346, -0.172], [-2.679, 1.040, -1.079], [1.845, 0.219, 1.956], [-1.632, 4.702, -2.638], [-2.849, 5.248, -3.334], [-3.832, 5.674, -2.746], [-2.824, 5.252, -4.701], [-1.763, 4.783, -5.570], [-1.781, 4.749, -1.564], [-1.455, 3.658, -2.904], [-0.751, 5.292, -2.896], [-3.658, 5.627, -5.122], [-1.404, 5.600, -6.202], [-2.131, 3.982, -6.215], [-0.933, 4.401, -4.987], [-0.349, -2.228, 6.105], [-0.488, -1.798, 4.661], [-0.610, -0.634, 4.332], [-0.466, -2.770, 3.708], [-0.330, -4.201, 3.885], [-0.382, -1.342, 6.732], [-1.164, -2.893, 6.391], [0.602, -2.738, 6.265], [-0.548, -2.412, 2.765], [0.562, -4.559, 3.366], [-1.200, -4.715, 3.472], [-0.245, -4.454, 4.937]],
  "total_charge": -1
}


Record 6
{
  "formula": "C19H32N4O2",
  "method": "ωB97M-V/def2-TZVPD",
  "symbols": ["C", "H", "H", "H", "C", "C", "H", "H", "H", "C", "O", "H", "H", "H", "C", "N", "C", "C", "H", "H", "C", "N", "C", "C", "C", "N", "H", "H", "N", "C", "O", "C", "H", "C", "H", "H", "C", "C", "H", "C", "H", "H", "H", "H", "H", "H", "C", "H", "C", "H", "H", "H", "H", "H", "H", "H", "H"],
  "coordinates": [[0.154, 1.127, 6.087], [0.159, 2.213, 6.042], [-0.877, 0.783, 6.041], [0.574, 0.813, 7.039], [0.970, 0.533, 4.937], [2.375, 1.139, 4.933], [2.981, 0.677, 4.157], [2.861, 1.002, 5.897], [2.322, 2.208, 4.742], [1.056, -0.996, 5.107], [1.664, -1.409, 6.306], [2.573, -1.090, 6.308], [0.048, -1.417, 5.141], [1.585, -1.418, 4.242], [0.262, 0.844, 3.600], [0.999, 0.315, 2.461], [1.562, 1.314, 1.576], [0.527, 1.972, 0.654], [1.015, 2.686, -0.010], [-0.219, 2.512, 1.237], [-0.185, 0.898, -0.165], [-1.208, 1.495, -0.992], [-1.724, 1.031, -2.160], [-2.727, 1.902, -2.537], [-2.751, 2.857, -1.514], [-1.846, 2.602, -0.593], [-3.390, 3.712, -1.419], [-3.335, 1.840, -3.413], [-1.241, -0.121, -2.764], [-1.669, -0.630, -3.961], [-2.550, -0.134, -4.619], [-0.896, -1.886, -4.350], [-1.029, -2.616, -3.546], [-1.387, -2.464, -5.688], [-2.320, -1.987, -5.986], [-1.559, -3.536, -5.595], [-0.261, -2.192, -6.685], [0.996, -2.303, -5.829], [1.874, -1.867, -6.304], [0.605, -1.566, -4.549], [1.213, -1.873, -3.697], [0.737, -0.491, -4.696], [1.205, -3.351, -5.608], [-0.267, -2.892, -7.518], [-0.350, -1.180, -7.080], [-0.497, -0.604, -2.283], [-0.791, -0.141, 0.785], [-1.561, 0.349, 1.384], [0.307, -0.703, 1.701], [1.054, -1.220, 1.088], [-0.121, -1.431, 2.393], [-1.262, -0.951, 0.224], [0.551, 0.411, -0.822], [2.325, 0.817, 0.965], [2.060, 2.076, 2.178], [-0.744, 0.415, 3.638], [0.151, 1.929, 3.519]],
  "smiles": "CC(C)(CO)CN1CCC(n2nccc2NC(=O)C2CCCC2)CC1",
  "relative_energy_kcal_mol": 3.1
}


Record 7
{
  "formula": "C19H32N4O3",
  "method": "ωB97M-V/def2-TZVPD",
  "symbols": ["C", "H", "H", "H", "C", "N", "C", "H", "C", "N", "C", "O", "C", "C", "N", "C", "O", "C", "C", "H", "H", "H", "H", "C", "H", "C", "H", "H", "C", "N", "C", "O", "C", "H", "C", "H", "H", "C", "H", "H", "H", "H", "H", "H", "H", "H", "H", "C", "C", "H", "H", "H", "H", "H", "H", "H", "H", "H"],
  "coordinates": [[1.848, 5.774, -4.782], [1.923, 6.193, -5.783], [0.849, 5.975, -4.407], [2.570, 6.270, -4.139], [2.145, 4.280, -4.830], [2.320, 3.716, -3.501], [1.075, 3.609, -2.766], [0.382, 2.890, -3.244], [1.355, 3.154, -1.330], [2.037, 1.883, -1.344], [1.555, 0.670, -0.981], [2.154, -0.355, -1.250], [0.250, 0.647, -0.185], [-0.267, -0.785, -0.064], [0.504, -1.602, 0.850], [1.279, -1.144, 1.855], [1.809, -1.894, 2.659], [1.504, 0.354, 1.935], [0.439, 1.183, 1.235], [-0.513, 1.096, 1.764], [0.735, 2.234, 1.237], [2.483, 0.539, 1.483], [1.580, 0.617, 2.992], [0.317, -3.031, 0.719], [1.000, -3.498, 1.432], [-1.122, -3.464, 1.013], [-1.791, -3.038, 0.263], [-1.186, -4.551, 0.943], [-1.575, -2.983, 2.398], [-3.007, -2.861, 2.494], [-3.666, -1.750, 2.108], [-3.145, -0.723, 1.723], [-5.156, -2.028, 2.227], [-5.553, -2.168, 1.219], [-5.229, -3.313, 3.051], [-5.333, -3.070, 4.109], [-6.058, -3.955, 2.762], [-3.870, -3.976, 2.800], [-3.914, -4.674, 1.953], [-3.497, -4.518, 3.673], [-5.676, -1.186, 2.679], [-1.217, -3.655, 3.180], [-1.164, -1.987, 2.582], [0.596, -3.333, -0.296], [-1.309, -0.738, 0.280], [-0.235, -1.270, -1.045], [-0.511, 1.225, -0.717], [3.265, 1.955, -2.110], [2.973, 2.419, -3.535], [2.348, 1.660, -4.041], [3.913, 2.512, -4.082], [3.937, 2.671, -1.626], [3.719, 0.964, -2.115], [2.010, 3.891, -0.851], [0.420, 3.102, -0.777], [0.592, 4.587, -2.736], [1.350, 3.757, -5.391], [3.085, 4.130, -5.367]],
  "smiles": "CCN1CCN(C(=O)[C@@H]2CCC(=O)N(CCCN3CCCC3=O)C2)CC1",
  "relative_energy_kcal_mol": 17.5
}


Record 8
{
  "formula": "C19H32N4O4",
  "method": "ωB97M-V/def2-TZVPD",
  "symbols": ["C", "H", "H", "H", "C", "N", "C", "O", "C", "C", "N", "C", "N", "H", "H", "C", "O", "N", "H", "C", "C", "O", "O", "C", "C", "H", "H", "H", "C", "H", "H", "H", "C", "H", "H", "H", "H", "C", "H", "C", "C", "H", "H", "H", "C", "H", "H", "H", "H", "H", "C", "H", "C", "H", "H", "H", "H", "H", "H"],
  "coordinates": [[6.558, -1.251, -1.205], [7.304, -1.404, -1.980], [6.388, -2.199, -0.699], [6.947, -0.533, -0.487], [5.271, -0.720, -1.830], [4.245, -0.446, -0.843], [3.993, 0.837, -0.535], [4.651, 1.775, -0.970], [2.908, 1.155, 0.433], [1.538, 0.975, 0.525], [1.056, 1.691, 1.587], [2.076, 2.303, 2.112], [3.218, 2.023, 1.445], [4.137, 2.410, 1.590], [2.032, 2.944, 2.969], [0.601, 0.228, -0.333], [0.943, -0.492, -1.260], [-0.681, 0.420, 0.025], [-0.888, 1.062, 0.781], [-1.788, -0.199, -0.649], [-3.065, 0.528, -0.239], [-3.092, 1.372, 0.621], [-4.090, 0.089, -0.947], [-5.439, 0.582, -0.718], [-6.291, -0.194, -1.721], [-6.213, -1.261, -1.530], [-7.331, 0.106, -1.638], [-5.945, 0.001, -2.733], [-5.505, 2.082, -1.000], [-6.533, 2.424, -0.918], [-5.143, 2.289, -2.005], [-4.894, 2.629, -0.288], [-5.872, 0.268, 0.713], [-5.762, -0.796, 0.912], [-5.267, 0.824, 1.424], [-6.914, 0.545, 0.848], [-1.652, -0.091, -1.733], [-1.914, -1.707, -0.353], [-0.977, -2.182, -0.649], [-2.237, -2.055, 1.106], [-1.006, -1.966, 2.006], [-1.253, -2.301, 3.011], [-0.211, -2.600, 1.619], [-0.635, -0.948, 2.070], [-2.819, -3.468, 1.169], [-2.101, -4.188, 0.781], [-3.055, -3.739, 2.196], [-3.730, -3.540, 0.579], [-2.992, -1.355, 1.480], [-2.708, -2.090, -0.998], [3.589, -1.577, -0.216], [3.915, -2.470, -0.751], [3.936, -1.723, 1.264], [3.540, -0.893, 1.843], [3.501, -2.642, 1.649], [5.013, -1.763, 1.407], [2.509, -1.485, -0.351], [5.476, 0.221, -2.344], [4.873, -1.440, -2.552]],
  "smiles": "CCN(CC)C(=O)c1[nH]cnc1C(=O)N[C@@H](CC(C)C)C(=O)OC(C)(C)C",
  "relative_energy_kcal_mol": 0.0
}


no.,calculated total energy (eV)
1,-49264.1878
2,-27296.4017
3,-29347.1994
4,-33439.4203
5,-34932.6532
6,-30278.1374
7,-32327.1683
8,-34375.1710